(1)
{
  "formula": "C6H12O",
  "method": "ωB97M-V/def2-TZVPD",
  "species": ["C", "C", "C", "C", "C", "C", "H", "H", "H", "H", "H", "H", "H", "H", "H", "H", "O", "H", "H"],
  "coordinates": [[-3.1100, -0.4035, 0.1855], [-1.7699, -0.5615, -0.4400], [-0.5681, -0.5106, 0.1542], [0.7004, -0.4081, -0.5605], [1.8818, -0.5546, 0.0255], [3.2180, -0.3942, -0.6613], [-3.0547, -0.5796, 1.2653], [-3.8655, -1.0104, -0.3107], [-3.4446, 0.6373, 0.1328], [-1.7403, -0.9088, -1.4775], [-0.5463, -0.5623, 1.2483], [0.6225, -0.2381, -1.6286], [1.9433, -0.6387, 1.1106], [3.0794, -0.1874, -1.7121], [3.6833, 0.4733, -0.1840], [3.8001, -1.2954, -0.5110], [0.0205, 2.4721, 1.3773], [-0.1320, 1.6426, 0.8878], [-0.7179, 3.0280, 1.0982]],
  "mulliken_charge": [-1.15, 0.08, -0.66, -0.31, 0.10, -1.15, 0.33, 0.32, 0.26, 0.32, 0.39, 0.24, 0.32, 0.32, 0.27, 0.33, -0.67, 0.37, 0.30],
  "e_above_lowest_kcal_mol": 34.0,
  "lumo_ev": 0.967,
  "charge": 0
}

---

(2)
{
  "formula": "C28H28Cl7MoO3",
  "method": "ωB97M-V/def2-TZVPD",
  "species": ["Mo", "C", "C", "C", "C", "C", "C", "C", "C", "C", "C", "C", "C", "H", "H", "H", "H", "H", "H", "H", "H", "H", "H", "H", "H", "H", "H", "H", "H", "H", "H", "Cl", "C", "C", "C", "Cl", "C", "Cl", "C", "Cl", "C", "Cl", "Cl", "C", "C", "C", "Cl", "C", "O", "C", "C", "O", "C", "H", "H", "H", "C", "C", "C", "O", "H", "H", "H", "H", "H", "H", "H"],
  "coordinates": [[-0.4694, -0.3004, 0.1653], [-0.1876, 4.3213, -0.0395], [0.4995, 3.0169, 0.2507], [0.0315, 2.1881, 1.2911], [-1.1592, 2.6396, 2.0989], [0.7944, 1.0506, 1.6930], [0.6534, 0.4820, 3.0970], [2.0096, 0.7735, 0.9987], [2.9268, -0.2977, 1.5098], [2.4421, 1.5945, -0.0550], [3.8127, 1.3623, -0.6263], [1.6542, 2.6789, -0.4670], [2.0564, 3.5050, -1.6515], [-0.9449, 4.2090, -0.8145], [0.5296, 5.0644, -0.3724], [-0.6714, 4.7168, 0.8471], [-0.8369, 3.3147, 2.8932], [-1.6818, 1.8006, 2.5486], [-1.8713, 3.1672, 1.4718], [0.5275, -0.6001, 3.1076], [-0.1823, 0.9261, 3.6228], [1.5612, 0.7161, 3.6542], [3.6820, 0.1446, 2.1608], [3.4425, -0.7990, 0.6941], [2.3890, -1.0510, 2.0728], [3.9113, 0.3612, -1.0435], [4.5516, 1.4567, 0.1703], [4.0738, 2.0757, -1.3970], [2.7591, 4.2864, -1.3641], [1.1913, 3.9667, -2.1147], [2.5386, 2.8863, -2.4013], [-2.9602, 2.0467, -0.9801], [-1.6696, 1.6920, -2.0540], [-0.6671, 0.8531, -1.5682], [0.3108, 0.5002, -2.4936], [1.4076, -0.6895, -1.8866], [0.3877, 0.9907, -3.7843], [1.6686, 0.5298, -4.8215], [-0.6244, 1.8576, -4.2218], [-0.6073, 2.4508, -5.8250], [-1.6694, 2.1944, -3.3545], [-2.9417, 3.2111, -3.8901], [-0.2810, -7.6507, 0.4116], [-0.1080, -5.9447, 0.5317], [0.6794, -5.4052, 1.5519], [0.8611, -4.0388, 1.6284], [1.7984, -3.3892, 2.9188], [0.2724, -3.1514, 0.7060], [0.5004, -1.8597, 0.7892], [-0.5881, -3.7194, -0.2821], [-1.3338, -2.8759, -1.1407], [-1.3787, -1.6123, -1.0400], [-0.7450, -5.1173, -0.3624], [1.1445, -6.0501, 2.2783], [-1.9357, -3.3328, -1.9320], [-1.3844, -5.5313, -1.1238], [-4.1528, -0.1901, 1.9200], [-2.8670, -0.9870, 1.7203], [-2.4012, -1.7031, 2.9914], [-1.8281, -0.1694, 1.2868], [-4.9650, -0.8613, 2.1883], [-4.4034, 0.3165, 0.9901], [-4.0329, 0.5505, 2.7092], [-3.0403, -1.7448, 0.9253], [-2.2618, -0.9867, 3.8001], [-1.4559, -2.2139, 2.7960], [-3.1356, -2.4420, 3.3016]],
  "mulliken_charge": [-1.39, -2.15, 0.68, 2.43, -2.74, 0.29, -2.23, 2.58, -2.31, 0.72, -2.11, 1.51, -2.95, 0.29, 0.49, 0.49, 0.41, 0.27, 0.57, 0.16, 0.46, 0.36, 0.45, 0.39, 0.32, 0.32, 0.40, 0.47, 0.41, 0.52, 0.60, -0.12, 0.83, -1.02, 1.28, -0.18, 0.14, -0.17, 0.57, -0.16, 0.20, -0.16, -0.18, 0.12, -0.67, 0.43, -0.17, -0.28, 0.53, 1.01, -0.68, -0.48, -1.16, 0.51, 0.40, 0.48, -1.47, 0.66, -1.19, 0.12, 0.44, 0.30, 0.35, 0.10, 0.29, 0.16, 0.48],
  "e_above_lowest_kcal_mol": 0.0,
  "spin_multiplicity": 3,
  "lumo_ev": [-4.189, -4.437],
  "s2": 2.019,
  "charge": 1
}

---

(3)
{
  "formula": "C36H44IN6O5Sn",
  "method": "ωB97M-V/def2-TZVPD",
  "species": ["Sn", "C", "C", "C", "C", "C", "N", "C", "C", "C", "N", "C", "C", "C", "C", "C", "C", "C", "C", "N", "C", "C", "C", "N", "C", "C", "C", "C", "O", "C", "O", "H", "H", "H", "H", "H", "H", "H", "H", "H", "H", "H", "H", "H", "H", "H", "H", "H", "H", "H", "H", "H", "H", "H", "H", "H", "H", "H", "H", "I", "C", "C", "C", "C", "C", "C", "C", "O", "O", "H", "H", "H", "H", "C", "N", "C", "C", "O", "N", "C", "C", "H", "H", "H", "H", "H", "H", "H", "H", "H", "H", "H", "H"],
  "coordinates": [[11.8555, 14.1002, 12.0955], [16.3137, 12.2212, 17.5223], [15.2343, 12.4930, 16.5369], [13.9045, 12.1685, 16.9568], [12.8010, 12.4919, 16.1275], [11.4816, 12.2438, 16.5743], [10.3458, 12.6262, 15.9777], [9.0257, 12.1664, 16.4515], [7.9457, 13.0019, 15.7420], [8.0879, 14.4976, 16.0989], [8.9919, 15.2880, 15.2699], [9.1589, 16.5739, 15.4448], [9.7815, 17.4379, 14.4930], [9.6558, 18.8506, 14.6970], [10.4049, 19.7121, 13.8657], [10.4339, 21.2480, 13.9352], [11.1709, 19.1027, 12.8454], [11.3659, 17.7318, 12.6950], [12.2248, 17.2950, 11.6086], [12.2939, 16.0800, 11.1367], [13.0444, 15.7077, 9.9171], [14.5245, 15.7079, 10.3006], [14.8799, 14.3280, 10.8123], [14.2209, 13.9820, 12.0439], [14.8386, 13.8787, 13.1799], [14.3688, 13.4901, 14.4490], [15.4043, 13.2035, 15.3571], [13.0577, 13.2208, 14.8973], [11.9716, 13.5376, 14.2012], [10.5380, 16.8241, 13.4436], [10.5884, 15.5628, 13.2678], [16.1691, 11.2004, 17.9568], [16.2118, 12.9334, 18.3854], [17.2916, 12.4331, 17.0259], [13.6966, 11.6362, 17.8202], [11.3852, 11.5698, 17.5027], [10.3923, 13.0694, 15.0680], [9.0394, 12.2739, 17.5853], [8.9769, 11.1130, 16.1506], [6.9297, 12.6383, 16.0752], [8.0382, 12.8471, 14.6403], [8.4402, 14.5001, 17.2096], [7.1171, 14.9955, 16.0497], [9.1397, 14.8543, 14.3424], [9.0029, 17.0081, 16.4442], [8.8769, 19.1579, 15.4280], [11.3511, 21.6021, 14.4409], [9.6208, 21.6783, 14.5446], [10.3132, 21.7009, 12.9513], [11.6009, 19.7905, 12.1098], [12.8111, 18.0987, 11.1597], [12.8702, 16.4383, 9.0623], [12.6442, 14.6926, 9.6376], [14.7771, 16.5840, 10.9313], [15.1634, 15.7700, 9.3548], [15.9489, 14.2469, 11.0077], [14.5194, 13.6584, 9.9981], [15.9450, 14.0518, 13.1143], [16.3453, 13.6811, 15.0999], [6.7581, 16.1928, 5.9119], [7.2102, 15.3123, 7.7739], [6.4433, 15.5598, 8.9591], [6.8245, 15.0187, 10.1665], [8.1159, 14.4547, 10.3337], [8.8145, 14.1476, 9.1503], [8.3468, 14.4864, 7.8995], [8.6816, 14.2101, 11.7086], [8.0810, 14.5655, 12.6829], [9.8457, 13.5131, 11.7072], [5.6485, 16.3509, 8.7920], [6.2333, 15.2593, 11.0335], [9.7654, 13.6544, 9.1829], [8.9936, 14.3103, 7.0097], [10.8228, 9.5332, 13.5228], [11.8765, 8.7203, 12.9900], [11.5325, 7.6962, 11.9961], [13.1407, 9.2899, 13.0455], [13.3225, 10.4210, 13.4678], [14.1854, 8.4643, 12.6780], [15.4304, 9.1011, 12.3472], [14.3424, 7.0818, 13.0099], [9.8725, 8.9795, 13.6361], [10.4823, 10.2924, 12.6940], [11.1793, 10.1417, 14.3280], [10.7564, 8.1268, 11.2878], [11.1482, 6.8467, 12.5637], [12.5039, 7.3293, 11.5644], [15.1822, 9.9893, 11.6679], [15.9634, 8.4569, 11.6807], [15.9792, 9.4326, 13.2224], [13.4637, 6.7060, 13.4636], [15.2397, 7.0019, 13.7272], [14.4396, 6.4148, 12.1388]],
  "mulliken_charge": [0.65, -1.60, 0.30, -1.23, 0.78, -0.11, 0.78, -0.98, -0.50, -0.82, 0.71, -0.62, 0.18, -0.68, 0.23, -1.59, -0.80, 0.18, -0.58, -0.03, -0.71, -0.37, -1.04, 0.20, -0.50, 0.78, -1.34, 1.12, -0.40, 0.66, 0.60, 0.37, 0.32, 0.36, 0.56, 0.28, -0.35, 0.44, 0.32, 0.39, 0.30, 0.35, 0.46, -0.63, 0.49, 0.43, 0.30, 0.37, 0.38, 0.44, 0.40, 0.47, 0.14, 0.26, 0.36, 0.43, 0.26, 0.12, 0.44, 0.10, -0.03, -0.40, -0.47, 0.27, -0.27, -0.62, 0.58, -0.75, -0.61, 0.26, 0.41, 0.50, 0.29, -0.66, 0.18, -1.05, 0.45, -0.59, 0.13, -0.95, -1.17, 0.38, 0.25, 0.06, 0.33, 0.34, 0.36, 0.18, 0.43, 0.28, 0.42, 0.36, 0.32],
  "e_above_lowest_kcal_mol": 0.0,
  "lumo_ev": -3.458,
  "charge": 1
}

---

(4)
{
  "formula": "C13H17BF11O6S",
  "method": "ωB97M-V/def2-TZVPD",
  "species": ["C", "C", "C", "C", "O", "C", "C", "O", "C", "O", "C", "O", "C", "C", "S", "O", "O", "C", "F", "F", "C", "F", "F", "C", "F", "F", "F", "H", "H", "H", "H", "H", "H", "H", "H", "H", "H", "H", "H", "H", "H", "H", "H", "H", "B", "F", "F", "F", "F"],
  "coordinates": [[-2.1744, 2.4414, -3.0193], [-0.9475, 2.8738, -3.8683], [0.3877, 2.5409, -3.1617], [0.6232, 1.0146, -3.1754], [1.5983, 0.7339, -2.1696], [1.4591, -0.5133, -1.5467], [0.8939, -1.7263, -2.3233], [-0.4124, -1.9234, -1.7230], [-0.7188, -0.9710, -0.8042], [-1.7730, -0.5459, -0.6172], [0.6686, -0.6168, -0.1981], [1.3739, -1.6069, 0.4603], [0.5615, -2.4588, 1.3108], [0.3584, -3.8775, 0.7139], [0.8515, 0.8760, 0.8848], [0.7271, 2.1387, 0.2009], [2.1430, 0.7827, 1.4694], [-0.3521, 0.9068, 2.3078], [-1.4678, 0.2058, 2.1138], [0.2659, 0.3420, 3.3229], [-0.7030, 2.3563, 2.7644], [0.3986, 3.0542, 2.9209], [-1.2306, 2.2288, 3.9857], [-1.7858, 3.0872, 1.8849], [-2.0042, 2.5298, 0.7322], [-2.9365, 3.0985, 2.5305], [-1.4225, 4.3412, 1.7528], [-2.7944, 1.7312, -3.5801], [-1.8515, 1.9081, -2.1188], [-2.8134, 3.2889, -2.7647], [-0.9877, 3.9572, -4.0202], [-0.9317, 2.3763, -4.8470], [1.2449, 3.0988, -3.5499], [0.2666, 2.8398, -2.1125], [1.0340, 0.7781, -4.1676], [-0.3558, 0.5561, -2.9928], [2.4901, -0.7828, -1.2868], [1.4789, -2.5854, -1.9861], [0.8327, -1.6451, -3.4058], [-0.3856, -2.0119, 1.6317], [1.1393, -2.6125, 2.2267], [-0.6879, -4.1668, 0.8375], [1.0202, -4.5646, 1.2405], [0.6146, -3.9200, -0.3503], [1.2621, -3.9121, 4.9067], [1.0479, -2.5210, 4.7675], [1.2904, -4.4997, 3.6143], [2.4909, -4.1435, 5.5535], [0.2131, -4.4820, 5.6550]],
  "mulliken_charge": [-0.66, -0.65, -0.39, -0.28, -0.41, -0.88, -0.49, -0.42, 0.15, -0.43, 0.89, -0.46, 0.14, -1.25, 1.59, -0.66, -0.77, 0.54, -0.25, -0.23, 0.62, -0.27, -0.29, 0.68, -0.20, -0.28, -0.28, 0.24, -0.03, 0.36, 0.39, 0.29, 0.40, 0.10, 0.22, 0.25, 0.55, 0.36, 0.33, 0.07, 0.48, 0.30, 0.34, 0.30, 0.51, -0.36, -0.37, -0.39, -0.39],
  "lumo_ev": 2.322,
  "charge": -1
}